{
  "formula": "C29H81MgO13",
  "method": "ωB97M-V/def2-TZVPD",
  "e_above_lowest_ev": 0.000,
  "charge": -1,
  "gap_ev": 4.29,
  "e_homo_ev": -2.519,
  "species": ["Mg", "C", "C", "C", "O", "H", "H", "H", "H", "H", "H", "H", "C", "C", "C", "O", "H", "H", "H", "H", "H", "H", "H", "C", "C", "C", "O", "H", "H", "H", "H", "H", "H", "H", "C", "C", "O", "H", "H", "H", "H", "H", "H", "C", "C", "O", "H", "H", "H", "H", "H", "H", "C", "C", "O", "H", "H", "H", "H", "H", "H", "C", "C", "O", "H", "H", "H", "H", "H", "H", "C", "C", "O", "H", "H", "H", "H", "H", "H", "C", "C", "O", "H", "H", "H", "H", "H", "H", "C", "C", "O", "H", "H", "H", "H", "H", "H", "C", "C", "O", "H", "H", "H", "H", "H", "H", "C", "C", "O", "H", "H", "H", "H", "H", "H", "C", "C", "O", "H", "H", "H", "H", "H", "H"],
  "xyz": [[-1.7523, 0.9669, 1.8264], [-5.0681, 3.0431, 0.2580], [-3.5360, 2.8212, 0.1632], [-2.8737, 4.1087, -0.3055], [-3.0434, 2.3520, 1.3565], [-5.5850, 2.0944, 0.4225], [-5.4599, 3.5082, -0.6538], [-5.3528, 3.7214, 1.0681], [-3.4546, 2.0684, -0.6419], [-1.7889, 3.9722, -0.2357], [-3.0792, 4.9455, 0.3683], [-3.1432, 4.3710, -1.3293], [-0.5909, 0.6724, -1.3922], [-0.0305, -0.3496, -0.4087], [1.4855, -0.2090, -0.3224], [-0.5965, -0.2655, 0.8486], [0.0303, 0.7348, -2.2889], [-0.6988, 1.6524, -0.9227], [-1.5825, 0.3855, -1.7559], [-0.2487, -1.3515, -0.8168], [1.9986, -0.2799, -1.2850], [1.9594, -0.9596, 0.3168], [1.7735, 0.7411, 0.1335], [4.4453, 1.4535, 0.4246], [5.7321, 2.2514, 0.6567], [5.3427, 3.5937, 1.2750], [6.6192, 1.5202, 1.3988], [3.6980, 1.9883, -0.1821], [3.9586, 1.2325, 1.3868], [4.6228, 0.4565, 0.0116], [6.1480, 2.4050, -0.3633], [4.5463, 4.0469, 0.6647], [6.1835, 4.2903, 1.3214], [4.9586, 3.4753, 2.2924], [-0.5589, -4.5517, -0.3186], [-1.5652, -5.4834, -0.9493], [-2.8435, -5.3352, -0.2935], [-0.4936, -4.6414, 0.7669], [-0.7742, -3.4943, -0.4888], [0.4348, -4.7739, -0.7174], [-1.2000, -6.5107, -0.8760], [-1.6887, -5.2829, -2.0159], [-3.1219, -6.2098, -0.0140], [3.9714, -2.5386, -3.3769], [3.5522, -2.7243, -1.9323], [4.3261, -3.7729, -1.3222], [3.7303, -3.4459, -3.9356], [5.0333, -2.3117, -3.4497], [3.4352, -1.6921, -3.8114], [2.4834, -2.9182, -1.7973], [3.7763, -1.8283, -1.3516], [3.9253, -4.6035, -1.5971], [-4.7875, -1.2015, -1.2921], [-3.6376, -2.1816, -1.1807], [-3.5255, -2.6181, 0.1783], [-4.8454, -0.7625, -2.2898], [-4.6666, -0.3870, -0.5760], [-5.7578, -1.6632, -1.0976], [-2.6946, -1.6990, -1.4610], [-3.7480, -3.0587, -1.8253], [-3.0314, -3.4536, 0.1801], [1.5360, 3.8908, -0.8577], [1.7742, 4.9432, 0.2094], [0.5403, 5.2360, 0.8992], [0.7529, 4.2229, -1.5376], [1.3132, 2.9185, -0.4183], [2.4444, 3.7308, -1.4424], [2.2028, 5.8403, -0.2448], [2.4606, 4.6436, 1.0053], [0.4719, 6.1637, 1.1266], [3.6792, 1.1863, -3.2332], [4.5868, 1.4912, -4.4086], [4.5631, 0.4426, -5.3720], [2.6531, 1.0741, -3.5917], [3.7067, 2.0124, -2.5213], [3.9660, 0.2821, -2.6993], [5.5970, 1.7111, -4.0562], [4.2221, 2.3935, -4.9081], [5.4301, 0.0529, -5.4876], [1.0191, 3.2043, 3.8363], [1.0478, 2.3750, 2.5498], [-0.1771, 2.5187, 1.8377], [0.9182, 4.2713, 3.6167], [1.9554, 3.1148, 4.3907], [0.1561, 2.9181, 4.4365], [1.2016, 1.3371, 2.8481], [1.9079, 2.6283, 1.9240], [-0.2365, 3.4604, 1.6154], [-5.1041, -1.7191, 2.9814], [-4.4726, -0.3834, 2.5678], [-3.1844, -0.6037, 1.9641], [-4.4164, -2.3786, 3.5090], [-5.3840, -2.2326, 2.0631], [-5.9469, -1.4753, 3.6314], [-4.3743, 0.2642, 3.4384], [-5.1130, 0.1276, 1.8462], [-3.3096, -1.3380, 1.3085], [-1.5102, -1.1822, 4.9725], [-0.7604, -0.0090, 4.3863], [-1.7168, 0.9445, 3.8454], [-1.9900, -1.7882, 4.2057], [-2.2716, -0.8375, 5.6774], [-0.8330, -1.8818, 5.4690], [-0.1381, -0.3222, 3.5463], [-0.1026, 0.4692, 5.1146], [-2.2573, 1.2680, 4.5690], [-0.9213, -0.9291, -5.1710], [-2.2603, -1.2765, -4.5536], [-3.3135, -1.1062, -5.5019], [-0.6618, -1.5794, -6.0050], [-0.1554, -0.9526, -4.3984], [-0.9906, 0.0936, -5.5481], [-2.4105, -0.6101, -3.7009], [-2.2493, -2.3051, -4.1765], [-4.1362, -1.2780, -5.0347], [1.3680, -4.3590, 2.9570], [1.0385, -3.0230, 2.3460], [-0.3603, -2.7702, 2.3638], [1.0695, -5.1574, 2.2721], [0.9281, -4.4406, 3.9500], [2.4505, -4.4834, 3.0261], [1.4320, -2.9703, 1.3237], [1.5245, -2.2167, 2.9143], [-0.5047, -1.9361, 1.8792]],
  "mulliken_charge": [0.022, -1.730, 1.400, -1.234, -0.858, 0.297, 0.417, 0.340, -0.472, 0.078, 0.358, 0.386, -0.264, 1.680, 0.259, 3.091, 0.205, -0.367, -0.493, -1.074, -0.003, 0.105, -1.066, -0.022, 0.348, -0.856, -0.973, -0.183, 0.165, -0.055, 0.038, -0.052, 0.422, 0.178, 0.043, -0.583, -0.478, 0.041, -0.381, 0.426, 0.497, 0.248, 0.267, -1.023, 0.882, -0.589, 0.433, 0.221, 0.254, -0.101, -0.325, 0.329, -0.907, 0.723, -0.518, 0.298, -0.128, 0.350, -0.433, 0.421, -0.110, -0.112, -0.589, -0.460, 0.443, -0.441, 0.347, 0.537, 0.141, 0.244, 0.280, -0.850, -0.521, 0.212, -0.002, -0.168, 0.425, 0.271, 0.302, -1.786, 0.692, -0.790, 0.387, 0.450, 0.290, 0.116, -0.163, -0.050, -1.322, -0.070, 0.894, 0.242, 0.272, 0.392, 0.347, -0.073, -0.515, -1.142, 0.514, -0.366, -0.028, 0.414, 0.449, -0.479, 0.456, 0.288, -1.139, 0.667, -0.581, 0.373, 0.196, 0.326, -0.154, 0.109, 0.312, -1.499, 0.398, -0.562, 0.277, 0.329, 0.416, -0.122, 0.449, -0.216]
}

***

{
  "formula": "C29H81N7O8",
  "method": "ωB97M-V/def2-TZVPD",
  "e_above_lowest_ev": 5.492,
  "charge": 0,
  "gap_ev": 9.25,
  "e_homo_ev": -8.871,
  "species": ["C", "C", "C", "O", "C", "N", "H", "H", "H", "H", "H", "H", "H", "H", "H", "H", "H", "C", "C", "C", "O", "C", "N", "H", "H", "H", "H", "H", "H", "H", "H", "H", "H", "H", "C", "C", "C", "O", "C", "N", "H", "H", "H", "H", "H", "H", "H", "H", "H", "H", "H", "C", "C", "C", "O", "C", "N", "H", "H", "H", "H", "H", "H", "H", "H", "H", "H", "H", "C", "C", "C", "O", "C", "N", "H", "H", "H", "H", "H", "H", "H", "H", "H", "H", "H", "C", "C", "C", "O", "C", "N", "H", "H", "H", "H", "H", "H", "H", "H", "H", "H", "H", "C", "C", "C", "O", "C", "N", "H", "H", "H", "H", "H", "H", "H", "H", "H", "H", "H", "C", "O", "H", "H", "H", "H"],
  "xyz": [[16.3796, 10.6665, -9.0796], [15.7703, 11.6879, -8.1262], [15.1607, 11.1988, -6.7465], [14.6050, 12.2122, -5.9796], [14.0651, 11.8612, -4.7236], [16.9319, 12.4336, -7.8663], [15.5750, 10.1198, -9.5714], [17.1601, 10.0124, -8.6909], [16.8033, 11.1852, -9.9396], [15.1599, 12.4016, -8.6795], [15.7931, 10.6846, -6.0228], [14.3838, 10.5084, -7.0748], [14.8923, 11.5826, -4.0707], [13.4333, 10.9843, -4.8652], [13.4672, 12.6803, -4.3239], [16.6485, 13.2984, -7.4284], [17.3854, 11.8759, -7.1568], [2.9449, 3.4536, 1.0882], [3.2853, 2.0926, 0.3678], [3.5320, 0.9715, 1.4283], [4.1411, -0.1640, 0.7279], [5.5426, -0.3457, 1.1052], [2.1689, 1.8974, -0.5370], [3.8220, 3.7299, 1.6735], [2.0723, 3.2530, 1.7098], [2.8302, 4.3153, 0.4306], [4.0097, 2.0837, -0.4466], [2.4850, 0.7813, 1.6643], [4.0360, 1.3240, 2.3282], [5.9856, -1.0106, 0.3638], [5.6248, -0.8770, 2.0534], [6.1474, 0.5546, 0.9964], [2.0855, 2.7755, -1.0289], [2.3972, 1.2563, -1.2833], [8.5251, 8.9448, 3.3693], [9.5318, 10.0565, 3.4570], [10.7536, 9.8487, 2.5049], [11.5819, 8.8889, 3.1402], [12.7804, 8.5682, 2.4690], [8.7417, 11.2589, 3.2041], [8.2372, 8.7934, 2.3290], [7.6000, 9.0350, 3.9386], [9.0466, 8.0163, 3.6018], [9.9678, 10.0710, 4.4558], [11.2881, 10.7920, 2.3923], [10.3779, 9.6283, 1.5057], [12.5596, 8.3092, 1.4335], [13.2392, 7.7697, 3.0520], [13.4970, 9.3865, 2.5379], [8.5936, 11.3069, 2.2062], [9.3237, 12.0716, 3.3486], [4.2221, 7.0583, -4.7834], [5.0214, 7.9688, -3.8225], [6.4337, 7.4685, -3.6132], [6.4246, 6.1824, -2.9335], [7.7367, 5.7776, -2.5054], [4.9295, 9.3537, -4.1624], [3.1569, 7.2884, -4.8057], [4.3307, 6.0571, -4.3662], [4.5749, 7.0881, -5.8142], [4.4535, 7.8774, -2.8967], [7.1374, 8.1102, -3.0830], [6.8434, 7.3193, -4.6122], [7.6066, 4.8955, -1.8784], [8.3911, 6.4984, -2.0153], [8.1900, 5.3860, -3.4160], [3.9652, 9.5588, -4.3818], [5.3591, 9.4624, -5.0700], [-1.2407, 15.4798, -4.8790], [-1.6596, 14.1425, -4.2138], [-3.1895, 14.0693, -3.8396], [-3.5485, 15.1292, -2.9878], [-4.8881, 15.2183, -2.8227], [-1.4288, 13.0592, -5.1616], [-1.8861, 15.8166, -5.6903], [-0.2363, 15.3011, -5.2629], [-1.1963, 16.3365, -4.2065], [-1.1921, 13.9832, -3.2421], [-3.2363, 13.0675, -3.4126], [-3.8435, 14.1127, -4.7105], [-5.4462, 15.3840, -3.7442], [-4.8424, 16.1624, -2.2799], [-5.2549, 14.4098, -2.1905], [-2.2515, 12.4847, -5.2765], [-1.3918, 13.4694, -6.0838], [4.2289, 11.0518, -11.6778], [3.7449, 11.7165, -10.3977], [4.8040, 12.7319, -9.9322], [5.7966, 11.9532, -9.2648], [6.8720, 12.7814, -8.8907], [2.5732, 12.4887, -10.7742], [3.6297, 10.3240, -12.2249], [5.1972, 10.5565, -11.6064], [4.3965, 11.8850, -12.3604], [3.5337, 11.0329, -9.5754], [4.4608, 13.4858, -9.2237], [5.2257, 13.2690, -10.7818], [7.3497, 13.3976, -9.6524], [7.6476, 12.1149, -8.5134], [6.5238, 13.4085, -8.0700], [2.0142, 12.0522, -11.4933], [2.8415, 13.3715, -11.1850], [-2.0177, 6.3151, -10.8616], [-3.3884, 5.9925, -10.2296], [-3.1994, 5.0863, -8.9700], [-2.6505, 3.8190, -9.4042], [-2.4990, 2.7748, -8.3803], [-4.2678, 7.1454, -9.9384], [-1.6177, 5.4172, -11.3327], [-1.3263, 6.5765, -10.0605], [-1.9325, 7.1528, -11.5538], [-3.9992, 5.4082, -10.9178], [-4.1954, 4.7996, -8.6324], [-2.7469, 5.6963, -8.1882], [-1.6443, 2.9007, -7.7157], [-2.3381, 1.8095, -8.8604], [-3.3065, 2.5899, -7.6718], [-5.1384, 6.7151, -9.6608], [-4.4366, 7.7253, -10.7479], [6.2384, 15.0148, -1.9306], [6.5783, 13.6586, -1.6848], [5.1662, 15.1455, -2.0768], [6.6480, 15.7372, -1.2245], [6.5967, 15.2973, -2.9205], [6.0136, 13.2156, -2.3224]],
  "mulliken_charge": [-1.333, 0.227, -0.604, -0.316, -0.705, -0.707, 0.379, 0.291, 0.396, 0.353, 0.363, 0.281, 0.292, 0.305, 0.243, 0.277, 0.259, -1.456, 0.570, -0.888, -0.359, -0.737, -0.792, 0.364, 0.319, 0.433, 0.338, 0.445, 0.385, 0.270, 0.287, 0.318, 0.236, 0.266, -1.372, 0.332, -0.586, -0.298, -0.724, -0.721, 0.295, 0.352, 0.350, 0.340, 0.348, 0.323, 0.301, 0.243, 0.283, 0.262, 0.274, -1.413, 0.452, -0.725, -0.239, -0.790, -0.629, 0.401, 0.315, 0.348, 0.216, 0.413, 0.282, 0.238, 0.288, 0.328, 0.278, 0.241, -1.496, 0.567, -0.851, -0.283, -0.734, -0.710, 0.360, 0.433, 0.355, 0.251, 0.329, 0.373, 0.338, 0.243, 0.283, 0.267, 0.274, -1.337, 0.421, -0.764, -0.294, -0.766, -0.703, 0.349, 0.331, 0.335, 0.238, 0.459, 0.340, 0.309, 0.248, 0.313, 0.264, 0.257, -1.222, 0.427, -0.688, -0.296, -0.788, -0.745, 0.298, 0.312, 0.384, 0.242, 0.345, 0.350, 0.313, 0.273, 0.304, 0.253, 0.238, -0.553, -0.468, 0.238, 0.238, 0.249, 0.292]
}